(1)
C35H52ClI3N3O2S | ωB97M-V/def2-TZVPD

CARTESIAN COORDINATES (ANGSTROEM)
I  -1.46654  1.65863  4.27362
I  2.93500  7.03046  0.57141
I  2.74072  3.89115  2.91760
Cl  -0.74305  -1.31031  -0.69359
S  -1.35900  3.95218  1.13832
O  -3.96607  2.14709  2.81697
O  6.78251  -1.59570  1.12481
N  7.44203  -3.53573  0.27648
N  -2.28000  1.08296  0.24362
N  6.47956  0.45117  -1.04306
C  -2.99172  1.48943  2.69270
C  -6.76658  -0.15740  -2.45743
C  2.86236  4.90045  -0.00089
C  -5.20298  -3.32124  -0.51850
C  -3.65034  -4.10978  1.39116
C  -3.11654  2.20112  -0.15611
C  1.79310  4.24295  0.95486
C  7.59989  -2.45246  1.26930
C  -4.97137  4.30341  -1.01586
C  -5.43602  -2.34039  -1.73718
C  0.01151  0.27252  -0.27482
C  -3.78069  4.67010  -0.27412
C  -1.28919  -3.99901  2.50262
C  4.10732  1.95876  -1.58920
C  -6.78809  -1.54257  -1.65950
C  5.43566  -0.33003  -1.74919
C  1.23747  2.86907  0.49442
C  -2.86127  3.60217  0.15352
C  -5.29390  2.92006  -1.35331
C  4.24593  0.55005  -2.31494
C  2.48056  4.87621  -1.53457
C  3.60581  1.81524  -0.07819
C  -6.58018  2.46577  -2.11606
C  -0.22855  2.63884  0.55144
C  -2.68670  0.47340  1.52790
C  -0.27318  -2.93460  3.12125
C  8.61093  -2.51910  2.36255
C  -2.77100  -3.40641  2.49881
C  -3.72289  -3.30211  0.02280
C  -4.34261  1.89455  -0.91070
C  8.66693  -4.18130  -0.26480
C  2.04369  1.73397  0.02516
C  -7.16271  1.08764  -1.56057
C  -0.86186  1.37569  0.18420
C  1.44883  0.43904  -0.35923
H  2.04896  -0.43561  -0.68811
H  -2.71445  -2.29516  2.40569
H  5.07475  2.51441  -1.60628
H  5.92324  -0.82057  -2.64328
H  3.90507  4.53801  0.13666
H  -7.55620  -0.24594  -3.25134
H  -4.69245  -4.29418  1.76237
H  -7.63220  -2.15838  -2.08105
H  6.84588  -3.10077  -0.43978
H  8.36390  -4.83536  -1.08022
H  3.25495  0.03631  -2.32491
H  0.55744  -3.43127  3.69739
H  4.06329  2.55751  0.61707
H  6.84089  -4.23455  0.72961
H  3.97732  0.80144  0.26599
H  -7.37059  3.24472  -1.90832
H  -0.79762  -2.21751  3.81676
H  -4.53719  0.82620  -1.15143
H  3.28587  2.48525  -2.14865
H  -6.84689  0.91487  -0.49310
H  -7.07400  -1.31410  -0.59522
H  -1.03589  -4.25569  1.43956
H  -3.53228  5.72436  0.00046
H  -5.91415  -3.06722  0.32134
H  8.26670  -3.21445  3.13185
H  -3.32950  -2.25953  0.14234
H  4.97587  -1.16202  -1.13624
H  8.72818  -1.52806  2.79623
H  -5.43373  -4.39011  -0.79236
H  9.58089  -2.84163  1.98144
H  -5.66624  5.11795  -1.33735
H  9.33407  -3.40615  -0.63795
H  3.43137  4.64049  -2.09589
H  6.19586  0.47174  -0.05984
H  -8.28315  1.16856  -1.62095
H  -1.25700  -4.91864  3.14770
H  4.49553  0.76474  -3.39525
H  -5.32099  -2.92765  -2.69063
H  9.13856  -4.76399  0.52326
H  7.35134  -0.08247  -1.11193
H  -3.55420  -0.22590  1.39143
H  -3.17722  -5.09977  1.16254
H  -1.83099  -0.16693  1.88795
H  -3.05524  -3.82362  -0.72063
H  1.01048  5.01182  1.15601
H  -4.60922  -1.56797  -1.74067
H  -5.78347  -0.04652  -2.98471
H  1.74748  4.08317  -1.82313
H  0.14374  -2.35312  2.25093
H  -6.42613  2.45405  -3.22377
H  2.16303  5.88073  -1.92698
H  -3.21050  -3.70747  3.49171

Forces on atoms 1 to 2 (eV/Å):
I 0.0 -0.2 -0.3
I 0.3 -0.6 0.0

As for the total charge: +1. The spin multiplicity is 1. The HOMO-LUMO gap is 0.195 hartree. As for the LUMO energy: -4.16 eV. As for the HOMO energy: -9.45 eV. The strongest force on any atom comes out at 3.419 eV/Å.

(2)
C35H52FN5O8 | ωB97M-V/def2-TZVPD

CARTESIAN COORDINATES (ANGSTROEM)
F  3.01763  -0.46949  0.13056
O  -0.37097  -1.74348  5.05125
O  9.39291  5.46796  0.26908
O  -5.52876  -4.66158  0.03343
O  5.15112  2.94038  0.17905
O  1.81098  6.14694  -1.53742
O  1.07123  -2.72921  -0.04358
O  -8.66373  -6.91304  -3.91488
O  -2.65339  -0.22343  -1.88013
N  -4.72965  -6.43306  -1.16189
N  9.02527  7.66567  -0.22878
N  1.59783  -0.59726  5.20338
N  -10.00536  -5.49733  -2.72624
N  7.17892  2.33828  -0.67755
C  -0.30858  1.76830  -1.51625
C  9.75423  7.58507  -1.48168
C  -3.42432  -1.15928  1.00846
C  -4.66491  -0.43264  0.42095
C  -3.53303  -1.91948  2.25602
C  -5.42400  -6.02706  -2.37115
C  5.85147  2.19665  -0.49205
C  2.21560  4.76814  -1.30395
C  -0.99452  -1.86039  0.94376
C  -0.46908  0.42300  -0.99656
C  -1.85957  -0.30362  -0.97218
C  -6.65810  -2.02777  -0.05677
C  -3.91783  -7.63316  -1.18609
C  2.54570  0.29838  4.56951
C  -1.10243  -2.61565  2.19132
C  8.91991  6.55666  0.53972
C  2.12942  1.61701  -0.92150
C  1.87284  -1.07997  6.54413
C  8.43301  8.93045  0.15996
C  0.35126  -1.77950  0.14749
C  -4.86184  -5.67743  -0.04849
C  -10.46907  -5.04713  -1.42885
C  7.94358  1.41326  -1.48906
C  -2.43170  -2.63477  2.90463
C  2.29304  4.57345  0.26156
C  1.03674  2.40517  -1.46214
C  1.98056  0.25407  -0.39154
C  0.66112  -0.35053  -0.42557
C  7.86623  3.45515  -0.04293
C  -2.12956  -1.11116  0.34266
C  0.46311  -0.99793  4.58269
C  -10.53374  -4.86544  -3.92121
C  -9.09392  -6.48955  -2.85905
C  1.15025  3.85067  -2.02474
C  -5.46480  -1.46880  -0.47058
H  -2.52489  -3.17885  3.87071
H  -11.25167  -4.09100  -3.65514
H  7.73343  3.38880  1.03826
H  -11.55063  -5.18908  -1.36523
H  -6.79705  -3.14182  -0.06502
H  3.51490  -0.19985  4.49377
H  7.71419  9.23946  -0.60224
H  5.43217  1.32063  -1.01576
H  7.92066  8.84048  1.11739
H  8.92347  3.43661  -0.28270
H  -3.46043  -7.81143  -0.21313
H  1.92431  -2.17052  6.53117
H  9.28614  6.83631  -2.12357
H  -4.41473  0.42873  -0.25411
H  -1.17400  2.34124  -1.93775
H  -6.49565  -5.99124  -2.17362
H  -7.50396  -1.41311  0.35289
H  3.16533  2.04513  -0.85811
H  1.41256  4.04487  0.70600
H  -5.33341  -0.12756  1.26625
H  -4.54760  -8.48693  -1.44696
H  1.23142  6.43002  -0.80726
H  -8.75870  -6.89981  -1.89133
H  2.64715  1.20132  5.17624
H  9.21961  9.68372  0.24501
H  1.06168  -0.77773  7.20950
H  8.41015  1.95967  -2.31185
H  -9.98796  -5.60921  -0.62881
H  2.20882  0.57597  3.57087
H  -9.71207  -4.42462  -4.48898
H  9.75225  8.55082  -1.98475
H  1.44680  3.75326  -3.11023
H  2.44103  5.57812  0.73278
H  3.21458  4.63317  -1.78707
H  7.42699  4.38741  -0.39226
H  8.34795  6.72582  1.46682
H  0.34954  -0.57414  3.57017
H  -5.08797  -5.02882  -2.65905
H  7.30147  0.63296  -1.89776
H  -5.01739  -1.78371  -1.45327
H  -10.23354  -3.98688  -1.31183
H  -0.16697  -3.10798  2.55979
H  -4.52063  -1.92940  2.77214
H  10.78253  7.27790  -1.28112
H  0.15399  4.37913  -2.04493
H  8.71859  0.95205  -0.87295
H  2.81544  -0.67350  6.90801
H  -4.29552  -6.07059  0.81182
H  -5.22482  -6.72803  -3.17990
H  -3.13108  -7.51904  -1.93524
H  3.23332  3.98535  0.46792
H  -11.02089  -5.61966  -4.54239

Forces on atoms 1 to 2 (eV/Å):
F -0.9 1.2 -0.7
O 0.0 -0.2 0.4

The spin multiplicity is 1. The HOMO-LUMO gap is 0.275 hartree. As for the LUMO energy: -0.27 eV. As for the HOMO energy: -7.75 eV. The SMILES is C=CCc1cccc2c1C(=O)c1cc(C[C@H](C)O)cc(F)c1C2=O.CN(C)C=O.CN(C)C=O.CN(C)C=O.CN(C)C=O.CN(C)C=O. The strongest force on any atom comes out at 3.662 eV/Å.

Question: The lowest HOMO energy belongs to which entry?
Answer: C35H52ClI3N3O2S